No. 1
8
Properties=species:S:1:pos:R:3:forces:R:3:lowdin_charge:R:1 method="wB97M-V/def2-TZVPD" e_lumo_ev="-2.3 / -2.4" homo_ha="-0.316 / -0.314" gap_ev="6.293 / 6.122"
I 3.91399 0.17658 0.30390 -0.49 0.95 -0.38 0.543
S 2.12468 1.91877 -0.77539 -0.04 -1.70 1.20 0.512
S 3.70173 -2.03482 -0.23339 -0.10 0.28 -0.14 -0.342
O 0.86381 1.48264 0.21442 1.25 -0.47 -0.79 -0.730
C 0.38476 0.08553 0.01585 -0.67 2.08 2.09 -0.143
H -0.21236 0.13870 -0.85368 -0.98 -0.34 -0.82 0.063
H 1.17998 -0.62152 -0.13476 0.35 -0.19 0.37 -0.024
H -0.20429 -0.00854 0.98649 0.68 -0.60 -1.54 0.121


No. 2
8
Properties=species:S:1:pos:R:3:forces:R:3:lowdin_charge:R:1 method="wB97M-V/def2-TZVPD" e_lumo_ev=-21.9 total_charge=+3 homo_ha=-0.988 gap_ev=4.991
In -3.05936 -2.33442 -0.64384 0.24 0.03 -0.31 1.832
O -0.75927 -0.93103 -0.41538 0.15 0.46 2.01 0.044
O 0.40248 0.42455 -1.68913 0.55 0.66 -0.34 0.479
N 0.08282 -0.00446 -0.68762 -1.62 -1.06 -3.23 -0.162
C 0.73325 0.66812 0.66736 1.46 -0.42 3.50 0.319
H 0.63107 -0.08118 1.45827 -0.30 -0.02 -0.11 0.136
H 1.80489 0.68086 0.39543 -0.25 0.32 -0.64 0.178
H 0.16413 1.57758 0.91492 -0.23 0.03 -0.87 0.175


No. 3
7
Properties=species:S:1:pos:R:3:forces:R:3:lowdin_charge:R:1 method="wB97M-V/def2-TZVPD" e_lumo_ev=5.1 total_charge=-1 homo_ha=-0.072 gap_ev=7.018
O 1.91885 -0.52995 -0.25579 -1.40 0.02 -0.02 -0.402
N 1.01239 0.12723 0.44241 -0.60 -0.18 0.07 -0.306
N -0.12355 0.98855 -0.30421 -0.96 -0.06 -0.27 -0.129
C -0.48702 -0.25796 0.37667 -0.60 0.11 0.25 -0.346
H -0.29083 0.92966 -1.34020 0.90 -0.67 0.97 0.035
H -1.20820 -0.08979 1.33567 1.84 -0.60 -1.90 0.075
H -0.82164 -1.16774 -0.25454 0.82 1.39 0.90 0.074


No. 4
8
Properties=species:S:1:pos:R:3:forces:R:3:lowdin_charge:R:1 method="wB97M-V/def2-TZVPD" e_lumo_ev=4.7 total_charge=-1 homo_ha=-0.101 gap_ev=7.462
O -2.31876 -1.15754 0.22216 -0.90 -1.68 0.57 -0.087
O -3.65036 0.56862 -0.01945 -0.29 -0.76 0.42 -0.113
N -2.54899 0.01886 0.06644 4.13 4.73 -2.20 -0.525
N -1.35123 0.94092 -0.22494 -3.93 -1.84 2.12 -0.084
C -0.18426 0.14621 -0.05749 0.51 -0.89 2.75 -0.335
H 0.67460 0.82683 0.19938 -0.58 -0.70 -0.61 0.051
H -0.17099 -0.77361 0.73506 -0.29 2.29 -1.05 0.088
H -0.10417 -0.40522 -0.93540 1.34 -1.16 -2.00 0.005